Formula: C3H3NO3S
Source: the Open Molecules 2025 dataset
Level of theory: ωB97M-V/def2-TZVPD

net charge	0
SMILES	O/N=C1\COC(=S)O1
E_tot	-21623.2794	eV
HOMO energy	-9.62	eV

Last column: natural (NBO) charge in e.
Element x y z (Å)
O1 -3.31987 -0.09836 0.17131  -0.582
N1 -2.06337 -0.86693 0.07688  -0.147
C1 -1.05926 -0.15024 -0.22721  0.428
C2 -0.63986 1.25148 0.11320  -0.181
O2 0.77832 1.31217 -0.20318  -0.491
C3 1.21652 -0.02931 -0.24407  0.414
S1 2.70158 -0.40896 0.24509  0.034
O3 0.07514 -0.79969 -0.43308  -0.447
H1 -3.97244 -0.78303 0.56577  0.489
H2 -0.79281 1.47365 1.31106  0.239
H3 -1.38954 2.17675 -0.46836  0.246

---

Formula: C19H24N4O
Source: the Open Molecules 2025 dataset
Level of theory: ωB97M-V/def2-TZVPD

net charge	0
SMILES	CCN(CC)CCCNc1oc(/C=C/c2ccccc2)nc1C#N
E_tot	-28099.5577	eV
HOMO energy	-7.44	eV

Last column: natural (NBO) charge in e.
Element x y z (Å)
C1 -4.82478 0.81267 0.89239  -0.612
C2 -4.45252 -0.64616 0.65163  -0.216
N1 -3.00886 -0.85164 0.60520  -0.468
C3 -2.42198 -0.84471 1.94215  -0.215
C4 -0.97752 -0.35771 1.94153  -0.613
C5 -2.65722 -2.07166 -0.10878  -0.217
C6 -2.73402 -1.93615 -1.63151  -0.412
C7 -1.67595 -0.99864 -2.20830  -0.213
N2 -1.87472 0.37117 -1.79206  -0.577
C8 -0.93370 1.08397 -1.15473  0.564
O1 0.33446 0.65536 -1.07915  -0.432
C9 1.01447 1.66046 -0.41262  0.418
C10 2.40462 1.54190 -0.12722  -0.238
C11 3.14509 0.47377 -0.47325  -0.184
C12 4.55421 0.27894 -0.21077  -0.003
C13 5.34157 1.21492 0.46705  -0.203
C14 6.68234 0.97686 0.69267  -0.207
C15 7.27209 -0.19700 0.24992  -0.208
C16 6.50683 -1.13504 -0.42366  -0.212
C17 5.16554 -0.89994 -0.65076  -0.203
N3 0.24912 2.65695 -0.09591  -0.376
C18 -1.00108 2.33981 -0.54994  -0.192
C19 -2.13622 3.13915 -0.41965  0.275
N4 -3.10343 3.75485 -0.33909  -0.337
H1 -5.90353 0.92822 0.82290  0.213
H2 -4.51191 1.15069 1.87607  0.206
H3 -4.35698 1.46042 0.15585  0.215
H4 -4.91713 -1.28140 1.42635  0.167
H5 -4.87151 -0.95297 -0.30926  0.187
H6 -3.00468 -0.16912 2.56836  0.201
H7 -2.47746 -1.84858 2.39785  0.164
H8 -0.56349 -0.43877 2.94366  0.214
H9 -0.93642 0.68437 1.63836  0.214
H10 -0.35495 -0.94265 1.26848  0.197
H11 -1.63041 -2.33314 0.15529  0.198
H12 -3.30249 -2.91247 0.20487  0.174
H13 -3.72115 -1.58280 -1.93421  0.199
H14 -2.58912 -2.92533 -2.06972  0.220
H15 -0.67814 -1.31087 -1.89365  0.211
H16 -1.71954 -1.04083 -3.30459  0.198
H17 -2.82676 0.65875 -1.62471  0.417
H18 2.81094 2.39045 0.39939  0.230
H19 2.65620 -0.33429 -1.00369  0.205
H20 4.90017 2.13400 0.81933  0.206
H21 7.27531 1.71123 1.21828  0.215
H22 8.32131 -0.37886 0.42909  0.214
H23 6.95929 -2.05222 -0.77204  0.214
H24 4.57408 -1.63596 -1.17744  0.206

---

Frontier orbital gap readings, ordered: 9.42, 7.45 eV
Energy relative to the best compared isomer or geometry (same formula, charge and spin) readings, ordered: 106.3, 63.0 kcal per mole